Record 1
Molecular formula: H12NO9
Method: DFT, ωB97M-V with the def2-TZVPD basis set

ΔE to the lowest compared entry with this formula, charge and spin   34.5 kcal/mol
HOMO-LUMO gap   9.61 eV
HOMO   -6.6 eV

Structure (ORCA input):
```
! wB97M-V def2-TZVPD RIJCOSX def2/J DEFGRID3
* xyz -1 1
N 0.21 1.54 0.41
O -0.20 0.86 1.42
O 1.34 1.33 0.00
O -0.64 1.69 -0.50
O 0.40 1.19 -2.78
H 0.12 1.62 -1.99
H 0.03 1.72 -3.50
O 3.20 -0.64 0.44
H 2.62 0.07 0.11
H 2.60 -1.24 0.93
O 0.61 -1.52 -1.22
H -0.03 -1.38 -1.92
H 0.76 -0.72 -0.77
O 0.83 -0.67 3.60
H 0.58 0.08 3.02
H 1.69 -0.48 3.92
O -3.63 0.32 -1.12
H -2.81 0.32 -0.63
H -3.71 -0.61 -1.37
O -1.66 -1.38 0.82
H -1.31 -0.47 0.99
H -1.00 -1.65 0.17
*
```

---

Record 2
Molecular formula: H4N3O2P
Method: DFT, ωB97M-V with the def2-TZVPD basis set

ΔE to the lowest compared entry with this formula, charge and spin   32.3 kcal/mol
HOMO-LUMO gap (alpha / beta)   8.04 / 8.08 eV
HOMO (alpha / beta)   -8.0 / -8.8 eV

Structure (ORCA input):
```
! wB97M-V def2-TZVPD RIJCOSX def2/J DEFGRID3
* xyz 0 1
N -2.97 -0.01 1.74
N -0.23 0.27 -1.27
N 0.86 -0.63 0.98
O -3.78 -0.81 1.54
O -0.65 -2.25 -0.54
P -0.53 -0.87 -0.03
H -0.46 -0.10 -2.16
H -0.05 1.16 -0.91
H 0.61 -0.72 1.96
H 1.21 0.31 0.92
*
```

---

Record 3
Molecular formula: C4H6N2O
Method: DFT, ωB97M-V with the def2-TZVPD basis set

ΔE to the lowest compared entry with this formula, charge and spin   82.4 kcal/mol
HOMO-LUMO gap   9.22 eV
HOMO   -8.7 eV

Structure (ORCA input):
```
! wB97M-V def2-TZVPD RIJCOSX def2/J DEFGRID3
* xyz 0 1
C -0.09 1.65 -1.32
C 0.05 0.46 -0.42
N 0.62 -0.65 -0.68
C 0.18 -1.53 0.43
C -0.89 -0.83 1.24
O 0.97 -1.57 1.68
N -0.65 0.42 0.82
H 0.45 1.46 -2.25
H 0.29 2.57 -0.86
H -1.14 1.82 -1.57
H 0.06 -2.54 0.03
H 1.35 -2.45 1.69
H -1.17 1.21 1.18
*
```